# 1
2 unconnected molecules or ions with the total composition C5H14, computed with the ωB97M-V functional and the def2-TZVPD basis.

```
! RIJCOSX wB97M-V def2-TZVPD def2/J DEFGRID3
* xyz 0 1
C -2.256 0.129 -2.232
C -1.150 0.288 -1.232
C -0.136 -0.831 -1.283
H -2.948 -0.700 -2.026
H -1.974 -0.080 -3.265
H -2.901 1.020 -2.047
H -0.540 1.220 -1.166
H -1.566 0.381 -0.207
H -0.216 -1.740 -0.677
H -0.194 -1.424 -2.216
H 0.926 -0.579 -1.127
C 1.136 0.429 1.832
C 2.288 0.073 2.740
H 1.476 0.610 0.809
H 0.313 -0.265 1.942
H 0.812 1.447 2.113
H 1.937 -0.328 3.711
H 2.829 0.993 2.986
H 2.854 -0.791 2.387
*
```

Summary:
F_max, eV/A: 2.672
HOMO, eV: -10.71
DFT total energy, eV: -5411.082

In elementary charge units, the Mulliken charges are:
1 C -1.26
2 C 0.02
3 C -1.22
4 H 0.32
5 H 0.36
6 H 0.31
7 H 0.28
8 H 0.21
9 H 0.32
10 H 0.35
11 H 0.30
12 C -0.63
13 C -0.99
14 H 0.18
15 H 0.30
16 H 0.29
17 H 0.28
18 H 0.28
19 H 0.31

# 2
5 unconnected molecules or ions with the total composition C13H26Cl2O12, computed with the ωB97M-V functional and the def2-TZVPD basis.

```
! RIJCOSX wB97M-V def2-TZVPD def2/J DEFGRID3
* xyz 0 1
C 14.271 -10.578 -21.188
O 13.961 -10.068 -19.850
C 14.758 -10.407 -18.863
O 15.803 -11.031 -18.982
O 14.233 -9.821 -17.736
C 14.934 -9.963 -16.509
H 13.714 -9.998 -21.923
H 14.203 -11.658 -21.320
H 15.334 -10.416 -21.370
H 15.822 -9.335 -16.576
H 15.351 -10.946 -16.289
H 14.450 -9.440 -15.684
C 24.451 -16.794 -24.229
O 24.053 -15.532 -23.708
C 22.935 -15.370 -23.019
O 22.365 -16.285 -22.479
O 22.534 -14.001 -22.937
C 21.571 -13.641 -22.005
H 24.331 -17.623 -23.531
H 25.501 -16.660 -24.489
H 23.884 -17.018 -25.132
H 21.846 -12.844 -21.313
H 20.974 -14.365 -21.451
H 20.857 -13.124 -22.646
C 22.599 -12.147 -14.779
O 21.710 -11.273 -15.386
C 21.797 -9.913 -15.225
O 22.701 -9.334 -14.588
O 20.788 -9.544 -15.964
C 20.635 -8.086 -16.058
H 23.622 -12.195 -15.153
H 22.187 -13.120 -15.045
H 22.636 -11.946 -13.708
H 19.754 -7.814 -16.640
H 21.457 -7.623 -16.604
H 20.737 -7.632 -15.072
C 13.111 -12.343 -7.226
O 13.005 -12.502 -8.602
C 13.719 -13.416 -9.192
O 14.419 -14.317 -8.679
O 13.403 -13.256 -10.509
C 13.878 -14.253 -11.384
H 14.095 -11.899 -7.076
H 13.115 -13.220 -6.578
H 12.240 -11.742 -6.963
H 13.451 -15.213 -11.094
H 14.963 -14.280 -11.277
H 13.644 -14.114 -12.439
Cl 12.387 -6.338 -5.944
C 13.694 -5.870 -7.117
Cl 13.392 -6.434 -8.721
H 13.767 -4.785 -7.179
H 14.605 -6.390 -6.821
*
```

Summary:
F_max, eV/A: 4.511
HOMO, eV: -10.82
DFT total energy, eV: -63514.874

In elementary charge units, the Mulliken charges are:
1 C -0.66
2 O -0.31
3 C 0.79
4 O -0.57
5 O -0.29
6 C -0.64
7 H 0.25
8 H 0.29
9 H 0.31
10 H 0.25
11 H 0.30
12 H 0.28
13 C -0.62
14 O -0.30
15 C 0.76
16 O -0.54
17 O -0.29
18 C -0.67
19 H 0.31
20 H 0.22
21 H 0.29
22 H 0.27
23 H 0.32
24 H 0.25
25 C -0.64
26 O -0.29
27 C 0.74
28 O -0.57
29 O -0.22
30 C -0.69
31 H 0.29
32 H 0.23
33 H 0.29
34 H 0.24
35 H 0.31
36 H 0.31
37 C -0.65
38 O -0.28
39 C 0.77
40 O -0.57
41 O -0.28
42 C -0.61
43 H 0.30
44 H 0.32
45 H 0.22
46 H 0.28
47 H 0.28
48 H 0.23
49 Cl -0.16
50 C -0.23
51 Cl -0.13
52 H 0.27
53 H 0.25